# C6H6BrF5N2O5S

2 unconnected molecules or ions with the total composition C6H6BrF5N2O5S at a distorted geometry (ωB97M-V with the def2-TZVPD basis set, the Open Molecules 2025 dataset).

As for the LUMO energy: -1.91 eV. For the HOMO energy, the calculation gives -7.827 eV. For the HOMO-LUMO gap, the calculation gives 5.91 eV. The energy comes out at -4189.238916 Ha. As for the multiplicity: 1. The total charge is 0.

Structure (XYZ):
```
26
C6H6BrF5N2O5S ωB97M-V with the def2-TZVPD basis set
O -0.22068 2.38921 2.12124
S 0.77953 1.69257 1.38638
O 2.11754 2.10069 1.70677
C 0.78662 -0.11668 1.69590
N 1.36217 -0.82128 0.56628
C 0.68381 -1.81300 0.12360
C -0.50750 -1.99633 0.95842
C -0.48261 -0.90389 2.08104
Br -2.20057 -0.02139 1.95918
C 0.59131 2.06831 -0.43277
F 0.81031 3.38739 -0.49265
F 1.54208 1.45638 -1.14759
C -0.80471 1.78765 -1.04477
F -1.71053 2.58155 -0.48487
F -1.10935 0.49707 -0.92224
F -0.71835 2.09372 -2.34041
H 1.49035 -0.18402 2.52078
H 2.23105 -0.47467 0.17290
H 0.95160 -2.41790 -0.73036
H -0.30285 -2.95777 1.44732
H -1.43158 -2.14617 0.41472
H -0.36632 -1.38375 3.03536
N -0.87697 -1.19906 -3.16289
O -1.69118 -0.33508 -3.50052
O 0.27990 -1.21462 -3.62774
O -1.20307 -2.06891 -2.30308
```

These are the Mulliken partial charges, in e, on atoms 1 to 4: number 1, O, carries -0.56; number 2, S, carries 1.15; number 3, O, carries -0.64; number 4, C, carries -0.52